1.
Density functional theory data (ωB97M-V/def2-TZVPD) for a structure of composition C27H49NP2Zr at a distorted geometry.

The HOMO-LUMO gap (alpha / beta) is 5.860 / 5.859 eV. The HOMO energy (alpha / beta) is -13.324 / -13.324 eV. Its net charge is +2. The energy relative to the best compared isomer or geometry (same formula, charge and spin) comes out at 0.0000 eV.

Each line ends with the Löwdin charge.
Cartesian coordinates (Å):
1 P -1.75 1.39 1.78  1.0123
2 P 0.17 1.37 -3.18  0.9331
3 C -1.10 2.50 -0.37  -0.3389
4 C -1.28 2.29 -1.87  -0.4718
5 H -0.29 3.21 -0.13  0.0728
6 H -2.05 2.90 -0.01  0.0009
7 H -2.19 1.71 -2.14  0.0340
8 H -1.46 3.25 -2.34  0.0461
9 C 1.09 2.87 -3.50  -0.2296
10 H 2.17 2.64 -3.41  0.0531
11 H 0.84 3.63 -2.75  0.0651
12 H 0.87 3.24 -4.51  0.0660
13 C -0.62 0.63 -4.65  -0.2565
14 H -0.86 1.39 -5.41  0.0591
15 H -1.53 0.06 -4.38  0.0527
16 H 0.08 -0.11 -5.08  0.0643
17 C -1.73 2.97 2.67  -0.2784
18 H -1.57 2.76 3.74  0.0751
19 H -2.69 3.48 2.54  0.0485
20 H -0.91 3.59 2.30  0.0516
21 C -3.51 0.99 1.69  -0.2899
22 H -3.72 0.37 0.81  0.0263
23 H -4.10 1.91 1.63  0.0506
24 H -3.80 0.41 2.58  0.0856
25 Zr -0.82 0.39 -0.92  1.5113
26 C -3.22 2.43 -4.05  -0.1263
27 C -2.36 3.47 -3.91  -0.1686
28 C -2.74 4.79 -3.27  -0.1398
29 C -3.79 4.69 -2.13  -0.1496
30 C -3.73 3.53 -1.18  -0.1241
31 C -4.16 2.28 -1.40  -0.1402
32 C -5.16 2.00 -2.49  -0.1513
33 C -4.69 2.51 -3.87  -0.1640
34 C -1.03 -1.10 0.75  -0.3604
35 H -2.88 1.49 -4.48  0.0824
36 H -1.41 3.47 -4.46  0.1010
37 H -3.14 5.45 -4.05  0.1353
38 H -1.85 5.30 -2.88  0.1187
39 H -3.70 5.60 -1.53  0.1204
40 H -4.78 4.79 -2.60  0.1170
41 H -3.60 3.87 -0.13  0.1218
42 H -4.09 1.48 -0.65  0.0703
43 H -6.12 2.49 -2.24  0.1377
44 H -5.36 0.92 -2.54  0.1158
45 H -5.17 1.90 -4.65  0.1265
46 H -5.08 3.52 -4.04  0.1135
47 H -0.49 -1.92 0.26  -0.0048
48 H -2.05 -1.42 0.99  -0.0120
49 H -0.50 -0.85 1.67  -0.0274
50 C 3.40 -4.36 0.24  -0.0354
51 C 2.91 -3.23 -0.60  -0.2435
52 C 3.23 -3.22 -1.96  0.0237
53 C 2.84 -2.17 -2.80  -0.2599
54 C 3.23 -2.20 -4.25  -0.0402
55 C 2.15 -1.10 -2.27  -0.0559
56 C 1.85 -1.05 -0.90  -0.3227
57 C 2.20 -2.16 -0.07  -0.0065
58 N 1.30 0.17 -0.37  -0.1257
59 C 2.33 0.96 0.32  -0.6311
60 C 2.80 0.23 1.59  -0.0349
61 C 3.52 1.24 -0.59  -0.0113
62 C 1.82 2.27 0.86  -0.0711
63 H 2.90 -5.30 -0.02  0.0937
64 H 4.47 -4.51 0.09  0.0952
65 H 3.23 -4.18 1.31  0.0840
66 H 3.78 -4.06 -2.38  0.1332
67 H 4.31 -2.33 -4.35  0.0948
68 H 2.73 -3.01 -4.80  0.0926
69 H 2.96 -1.26 -4.74  0.0701
70 H 1.78 -0.26 -2.89  0.0270
71 H 1.84 -2.18 0.98  0.1244
72 H 3.41 -0.65 1.37  0.0822
73 H 3.41 0.92 2.17  0.1001
74 H 1.93 -0.06 2.19  0.0909
75 H 3.17 1.68 -1.53  0.0682
76 H 4.18 1.94 -0.09  0.1024
77 H 4.09 0.34 -0.81  0.0966
78 H 1.59 2.97 0.07  0.0680
79 H 0.96 2.10 1.53  0.0525
80 H 2.64 2.68 1.46  0.1035


2.
Density functional theory data (ωB97M-V/def2-TZVPD) for a cluster of 6 separate species, C27H50ClFN8O3P in total at a distorted geometry.

The HOMO-LUMO gap is 8.535 eV. The HOMO energy is -11.709 eV. Its net charge is +1.

Each line ends with the Löwdin charge.
Cartesian coordinates (Å):
1 C -4.36 2.62 1.66  -0.1178
2 C -2.95 2.13 2.02  -0.2261
3 C -2.58 0.68 1.65  -0.6201
4 Cl -3.94 -0.35 1.16  0.7347
5 N -1.46 0.55 0.68  0.0166
6 C -0.12 0.83 1.29  -0.1514
7 C 0.60 2.02 0.67  -0.2715
8 P 2.29 2.02 1.36  0.4383
9 O 2.26 2.04 2.82  -0.2343
10 O 3.04 3.27 0.70  -0.0823
11 O 2.99 0.76 0.72  -0.1012
12 C 0.63 1.96 -0.86  -0.0906
13 N -0.46 1.08 -1.31  0.0255
14 F -0.77 1.39 -2.62  0.0247
15 C -1.62 1.03 -0.55  -0.2973
16 N -2.80 1.37 -1.11  0.1944
17 H -5.07 2.40 2.45  0.0778
18 H -4.32 3.71 1.59  0.0813
19 H -4.72 2.26 0.70  0.0451
20 H -2.84 2.22 3.10  0.1094
21 H -2.21 2.81 1.59  0.0932
22 H -2.20 0.19 2.54  0.0561
23 H 0.48 -0.08 1.31  0.1018
24 H -0.32 1.07 2.34  0.1155
25 H 0.15 2.96 1.00  0.1248
26 H 2.47 4.05 0.78  0.1006
27 H 3.23 0.12 1.41  0.1174
28 H 1.57 1.52 -1.21  0.1142
29 H 0.53 2.94 -1.32  0.1417
30 H -3.52 0.69 -1.31  0.0370
31 H -3.01 2.34 -1.30  0.1440
32 C 6.52 -1.53 -1.49  -0.1013
33 C 5.59 -1.03 -2.59  -0.2473
34 C 4.23 -0.57 -2.06  -0.1927
35 C 3.52 -1.67 -1.40  -0.2409
36 N 3.02 -2.55 -0.86  0.1685
37 H 6.10 -2.41 -1.00  0.0721
38 H 7.48 -1.82 -1.91  0.0773
39 H 6.69 -0.76 -0.74  0.0780
40 H 5.44 -1.81 -3.34  0.1130
41 H 6.06 -0.19 -3.11  0.1129
42 H 3.61 -0.20 -2.88  0.0961
43 H 4.35 0.24 -1.34  0.1023
44 C 2.67 5.83 4.83  -0.1065
45 C 2.05 4.98 5.93  -0.2510
46 C 1.33 3.74 5.38  -0.1884
47 C 0.25 4.10 4.47  -0.2340
48 N -0.59 4.38 3.74  0.1447
49 H 1.91 6.22 4.15  0.0682
50 H 3.20 6.68 5.26  0.0748
51 H 3.39 5.25 4.24  0.0748
52 H 1.34 5.58 6.50  0.1126
53 H 2.82 4.65 6.62  0.1107
54 H 0.92 3.14 6.19  0.1217
55 H 2.03 3.10 4.83  0.0869
56 C -3.40 -1.82 -5.85  -0.1254
57 C -2.31 -1.38 -4.89  -0.3011
58 C -2.65 -1.65 -3.42  -0.1688
59 C -3.86 -0.93 -2.99  -0.2164
60 N -4.80 -0.37 -2.64  0.1609
61 H -4.33 -1.27 -5.68  0.0754
62 H -3.10 -1.64 -6.88  0.0823
63 H -3.61 -2.89 -5.74  0.0738
64 H -2.11 -0.31 -5.02  0.1189
65 H -1.38 -1.91 -5.12  0.0041
66 H -1.83 -1.34 -2.77  0.0810
67 H -2.82 -2.72 -3.26  0.1300
68 C 1.47 -1.89 -4.10  -0.0805
69 C 0.63 -2.80 -3.20  -0.2439
70 C 0.06 -4.00 -3.96  -0.1354
71 C -0.82 -3.56 -5.04  -0.1676
72 N -1.54 -3.21 -5.87  0.1522
73 H 0.87 -1.46 -4.91  0.0778
74 H 1.87 -1.06 -3.52  0.0387
75 H 2.31 -2.43 -4.54  0.0898
76 H -0.19 -2.22 -2.77  0.0783
77 H 1.24 -3.16 -2.38  0.0733
78 H -0.52 -4.63 -3.29  0.1263
79 H 0.86 -4.61 -4.38  0.1291
80 C -3.44 -3.63 3.14  -0.1065
81 C -2.12 -4.37 3.24  -0.2503
82 C -1.07 -3.54 3.99  -0.1638
83 C -0.82 -2.27 3.31  -0.1357
84 N -0.64 -1.27 2.78  0.1889
85 H -3.31 -2.71 2.58  0.0163
86 H -4.19 -4.24 2.61  0.0804
87 H -3.84 -3.39 4.12  0.0843
88 H -1.74 -4.60 2.24  0.1137
89 H -2.25 -5.32 3.76  0.1131
90 H -0.12 -4.08 4.07  0.1245
91 H -1.41 -3.32 5.01  0.1283


3.
Density functional theory data (ωB97M-V/def2-TZVPD) for a cluster of 7 separate species, C27H51BrO9 in total at a distorted geometry.

As for the SMILES: COCCCC[C@H]1C[C@H](Br)OC1=O.CC(C)=O.CC(C)=O.CC(C)=O.CC(C)=O.CC(C)=O.CC(C)=O. The HOMO-LUMO gap is 9.323 eV. The HOMO energy is -8.997 eV. Its net charge is 0.

Each line ends with the Löwdin charge.
Cartesian coordinates (Å):
1 C 1.48 -1.39 3.79  -0.1146
2 O 1.90 -0.59 2.70  -0.1812
3 C 0.85 -0.03 1.90  -0.2188
4 C 0.74 1.47 2.10  -0.1588
5 C -0.01 1.96 3.36  -0.1697
6 C -1.17 1.09 3.83  -0.1492
7 C -2.26 0.91 2.78  -0.2406
8 C -3.03 -0.42 2.83  -0.1645
9 C -4.10 -0.10 1.79  -0.6496
10 Br -3.38 -0.46 -0.02  0.7190
11 O -4.41 1.25 1.98  -0.0227
12 C -3.45 1.82 2.83  -0.4238
13 O -3.69 2.80 3.46  0.1685
14 H 1.34 -0.79 4.69  0.0832
15 H 0.57 -1.95 3.55  0.0830
16 H 2.27 -2.11 3.99  0.0829
17 H 1.13 -0.20 0.86  0.1207
18 H -0.09 -0.56 2.07  0.0983
19 H 1.77 1.84 2.17  0.1179
20 H 0.34 1.93 1.20  0.0880
21 H -0.41 2.96 3.14  0.1152
22 H 0.68 2.09 4.20  0.1100
23 H -0.83 0.12 4.19  0.0996
24 H -1.62 1.59 4.70  0.1238
25 H -1.80 0.96 1.79  0.1201
26 H -2.43 -1.29 2.63  0.1139
27 H -3.59 -0.47 3.76  0.1219
28 H -5.00 -0.70 1.84  0.0917
29 C -0.33 4.36 -2.78  -0.0116
30 C -0.53 3.06 -2.06  -0.4841
31 O 0.20 2.70 -1.16  0.0321
32 C -1.68 2.21 -2.52  -0.0084
33 H 0.52 4.89 -2.36  0.0871
34 H -0.14 4.18 -3.84  0.0897
35 H -1.23 4.97 -2.67  0.0646
36 H -1.57 1.95 -3.58  0.0918
37 H -2.61 2.76 -2.39  0.0701
38 H -1.72 1.29 -1.93  0.0383
39 C 3.03 1.59 -2.22  -0.0150
40 C 3.23 1.58 -3.72  -0.4966
41 O 2.39 2.05 -4.46  0.0579
42 C 4.50 0.96 -4.23  -0.0310
43 H 2.08 2.07 -1.99  0.0448
44 H 3.03 0.57 -1.84  0.0839
45 H 3.84 2.14 -1.74  0.0899
46 H 4.55 -0.09 -3.92  0.0733
47 H 5.37 1.48 -3.84  0.0896
48 H 4.52 1.00 -5.32  0.0814
49 C 5.54 -3.21 -5.29  -0.0233
50 C 6.74 -2.31 -5.23  -0.4973
51 O 6.65 -1.12 -5.41  0.0601
52 C 8.07 -2.97 -4.92  -0.0194
53 H 4.66 -2.62 -5.52  0.0824
54 H 5.67 -3.97 -6.06  0.0858
55 H 5.40 -3.70 -4.32  0.0499
56 H 8.30 -3.72 -5.68  0.0833
57 H 8.01 -3.46 -3.95  0.0829
58 H 8.85 -2.22 -4.90  0.0805
59 C -6.70 -3.44 3.53  -0.0183
60 C -5.57 -3.02 4.44  -0.4860
61 O -4.51 -2.64 4.00  0.0576
62 C -5.83 -3.08 5.92  -0.0183
63 H -6.39 -3.35 2.49  0.0806
64 H -6.97 -4.48 3.73  0.0871
65 H -7.57 -2.82 3.70  0.0879
66 H -6.07 -4.11 6.21  0.0870
67 H -6.67 -2.44 6.18  0.0877
68 H -4.95 -2.76 6.46  0.0831
69 C -5.19 4.31 -1.63  -0.0244
70 C -4.10 4.91 -0.78  -0.4956
71 O -3.13 5.44 -1.27  0.0581
72 C -4.29 4.82 0.71  -0.0088
73 H -4.95 4.44 -2.69  0.0818
74 H -5.30 3.25 -1.41  0.0839
75 H -6.15 4.81 -1.42  0.0849
76 H -4.37 3.77 1.01  0.0641
77 H -5.20 5.33 1.01  0.0921
78 H -3.44 5.28 1.22  0.0888
79 C 3.31 -4.69 -1.95  -0.0172
80 C 4.52 -4.05 -1.31  -0.4939
81 O 5.47 -3.68 -1.96  0.0592
82 C 4.48 -3.88 0.19  -0.0183
83 H 3.45 -4.76 -3.02  0.0736
84 H 3.16 -5.69 -1.54  0.0865
85 H 2.42 -4.10 -1.74  0.0876
86 H 4.38 -4.85 0.68  0.0858
87 H 3.64 -3.25 0.48  0.0838
88 H 5.40 -3.40 0.52  0.0830


4.
Density functional theory data (ωB97M-V/def2-TZVPD) for the molecule C27H51ClO4S at a distorted geometry.

The HOMO-LUMO gap is 9.233 eV. The HOMO energy is -8.733 eV. Its net charge is 0.

Each line ends with the Löwdin charge.
Cartesian coordinates (Å):
1 C 0.51 0.13 -4.40  0.0028
2 C 0.17 -0.48 -5.55  -0.1878
3 C 0.07 -1.99 -5.74  -0.2925
4 C -1.46 -2.29 -5.88  -0.3195
5 C -2.03 -2.58 -4.46  -0.1154
6 C -2.35 -1.33 -3.62  -0.1696
7 C -1.61 -1.37 -2.26  -0.2068
8 C -2.58 -1.55 -1.08  -0.2129
9 C -1.87 -2.04 0.18  -0.2064
10 C -1.25 -0.90 1.03  -0.1942
11 C -1.63 -0.96 2.53  -0.1999
12 C -1.70 0.45 3.17  -0.1978
13 C -0.42 0.75 3.99  -0.2155
14 C -0.68 0.53 5.48  -0.2273
15 C 0.57 0.62 6.35  -0.2114
16 C 1.05 2.07 6.56  -0.2123
17 C 0.60 2.62 7.92  -0.2154
18 C 1.04 4.09 8.13  -0.2045
19 C -0.20 4.99 8.06  -0.2076
20 C 0.04 6.50 8.36  -0.2024
21 C 1.47 7.02 8.10  -0.2625
22 C 2.27 7.19 9.41  -0.1102
23 O -1.79 -3.46 -6.64  -0.2693
24 S -1.43 -3.27 -8.23  0.9658
25 O -2.41 -3.98 -8.98  -0.3468
26 O -0.06 -4.17 -8.34  -0.2259
27 C 0.93 -3.84 -7.38  -0.6046
28 O 0.78 -4.57 -6.17  0.0217
29 C 2.24 -4.35 -8.00  -0.1673
30 C 2.66 -3.59 -9.28  -0.2359
31 C 2.89 -4.61 -10.42  -0.1021
32 C 0.95 -2.34 -6.97  -0.5102
33 Cl 2.64 -1.88 -6.47  0.7324
34 H 1.41 -0.09 -3.84  0.0721
35 H -0.16 0.88 -3.98  0.0639
36 H -0.07 0.12 -6.44  0.1223
37 H 0.50 -2.42 -4.85  0.1304
38 H -1.99 -1.39 -6.22  0.1421
39 H -1.30 -3.24 -4.00  0.1132
40 H -2.94 -3.18 -4.62  0.1202
41 H -3.41 -1.38 -3.38  0.1026
42 H -2.17 -0.41 -4.17  0.0915
43 H -1.04 -0.45 -2.09  0.0982
44 H -0.89 -2.18 -2.19  0.1023
45 H -3.28 -2.34 -1.37  0.1086
46 H -3.11 -0.61 -0.91  0.1152
47 H -1.13 -2.81 -0.04  0.1079
48 H -2.62 -2.53 0.81  0.0967
49 H -0.17 -1.02 0.97  0.1084
50 H -1.52 0.08 0.65  0.0971
51 H -2.54 -1.53 2.71  0.1005
52 H -0.82 -1.48 3.05  0.1008
53 H -1.76 1.22 2.40  0.0950
54 H -2.58 0.55 3.81  0.1029
55 H -0.13 1.80 3.84  0.1008
56 H 0.41 0.13 3.66  0.1085
57 H -1.47 1.23 5.80  0.1148
58 H -1.11 -0.47 5.58  0.1129
59 H 1.37 0.02 5.90  0.1066
60 H 0.37 0.18 7.33  0.1036
61 H 0.63 2.67 5.76  0.1033
62 H 2.14 2.13 6.53  0.1103
63 H 0.96 1.96 8.71  0.1082
64 H -0.49 2.55 7.93  0.1039
65 H 1.68 4.34 7.28  0.0964
66 H 1.57 4.19 9.08  0.1067
67 H -0.73 4.86 7.12  0.1087
68 H -0.88 4.62 8.84  0.1037
69 H -0.63 7.06 7.71  0.0972
70 H -0.28 6.72 9.38  0.0976
71 H 1.35 8.02 7.69  0.0958
72 H 2.00 6.45 7.35  0.0922
73 H 3.07 7.90 9.24  0.0650
74 H 2.66 6.25 9.80  0.0612
75 H 1.61 7.62 10.16  0.0667
76 H 0.14 -5.28 -6.36  0.1264
77 H 2.00 -5.37 -8.31  0.1173
78 H 3.02 -4.44 -7.25  0.1059
79 H 1.82 -2.96 -9.58  0.1005
80 H 3.59 -3.05 -9.14  0.0947
81 H 1.92 -4.92 -10.81  0.0754
82 H 3.34 -5.51 -10.00  0.0684
83 H 3.56 -4.24 -11.19  0.0666
84 H 0.74 -1.67 -7.79  0.1003